No. 1
An isolated molecule of C28H32N2O3S, computed with wB97M-V/def2-TZVPD.

Summary:
SMILES = Cc1ccc(C)c(S(=O)(=O)NCc2ccc(C(=O)N3CCC(Cc4ccccc4)CC3)cc2)c1
Spin multiplicity = 1
HOMO energy = -9.1 eV
Energy = -1819.625663 a.u.
Frontier orbital gap = 9.53 eV
Energy relative to the best compared isomer or geometry (same formula, charge and spin) = 0.0 kJ/mol
Molar mass = 476.6 g/mol

Atoms and positions in Å:
C1 1.90 -3.80 0.81
C2 1.83 -2.72 -0.23
C3 1.68 -1.39 0.15
C4 1.60 -0.38 -0.80
C5 1.67 -0.67 -2.16
C6 1.58 0.41 -3.19
C7 1.82 -2.00 -2.52
S1 1.95 -2.48 -4.23
O1 3.02 -1.77 -4.88
O2 1.98 -3.92 -4.30
N1 0.53 -1.91 -4.93
C8 -0.64 -2.72 -4.66
C9 -1.22 -2.30 -3.34
C10 -1.85 -1.06 -3.23
C11 -2.35 -0.63 -2.02
C12 -2.22 -1.42 -0.88
C13 -2.86 -1.05 0.42
O3 -3.61 -1.83 0.98
N2 -2.63 0.20 0.90
C14 -1.59 1.10 0.46
C15 -0.59 1.36 1.59
C16 -1.30 1.89 2.84
C17 -0.30 2.13 3.98
C18 0.68 3.21 3.63
C19 1.96 2.90 3.16
C20 2.84 3.90 2.80
C21 2.46 5.23 2.90
C22 1.19 5.55 3.36
C23 0.31 4.54 3.72
C24 -2.38 0.88 3.24
C25 -3.34 0.65 2.08
C26 -1.62 -2.67 -0.99
C27 -1.13 -3.10 -2.21
C28 1.91 -3.01 -1.58
H1 2.72 -3.62 1.49
H2 2.05 -4.77 0.34
H3 0.98 -3.83 1.39
H4 1.63 -1.14 1.20
H5 1.51 0.64 -0.48
H6 0.59 0.39 -3.65
H7 1.74 1.39 -2.74
H8 2.31 0.23 -3.97
H9 0.71 -1.75 -5.91
H10 -1.37 -2.57 -5.46
H11 -0.36 -3.78 -4.63
H12 -1.96 -0.45 -4.11
H13 -2.87 0.32 -1.96
H14 -1.07 0.67 -0.40
H15 -2.05 2.05 0.15
H16 0.16 2.07 1.25
H17 -0.09 0.42 1.83
H18 -1.78 2.84 2.59
H19 0.23 1.20 4.19
H20 -0.86 2.41 4.87
H21 2.26 1.87 3.09
H22 3.83 3.65 2.45
H23 3.15 6.02 2.62
H24 0.89 6.58 3.45
H25 -0.67 4.80 4.09
H26 -2.94 1.25 4.10
H27 -1.91 -0.07 3.52
H28 -4.07 -0.12 2.33
H29 -3.86 1.58 1.84
H30 -1.56 -3.30 -0.12
H31 -0.66 -4.08 -2.29
H32 2.04 -4.02 -1.94

=====

No. 2
A cluster of 2 separate species, C5H13NO2 in total at a distorted geometry, computed with wB97M-V/def2-TZVPD.

Summary:
SMILES = CC(C)CC(N)=O.O
Spin multiplicity = 1
HOMO energy = -9.6 eV
Energy = -403.513688 a.u.
Frontier orbital gap = 10.44 eV
Energy relative to the best compared isomer or geometry (same formula, charge and spin) = 165.2 kJ/mol
Molar mass = 119.2 g/mol

Atoms and positions in Å:
C1 0.80 0.50 -1.47
C2 0.15 1.26 -0.31
C3 -1.02 2.02 -0.83
C4 -0.25 0.06 0.69
C5 0.92 -0.67 1.32
N1 1.15 -0.69 2.67
O1 1.77 -1.27 0.67
H1 0.05 -0.28 -1.71
H2 0.83 1.14 -2.29
H3 1.72 0.03 -1.34
H4 1.10 1.82 0.26
H5 -1.67 1.49 -1.42
H6 -0.75 2.93 -1.27
H7 -1.67 2.45 0.11
H8 -0.86 0.43 1.54
H9 -0.89 -0.72 0.18
H10 1.84 -1.29 3.13
H11 0.63 -0.18 3.26
O2 -1.70 -2.92 -1.07
H12 -0.97 -2.55 -1.63
H13 -1.18 -3.57 -0.51

=====

No. 3
A structure of composition C39H44BClN3O4SnTe at a distorted geometry, computed with wB97M-V/def2-TZVPD.

Summary:
Spin multiplicity = 1
HOMO energy = -3.1 eV
Energy = -2945.266186 a.u.
Frontier orbital gap = 5.24 eV
Energy relative to the best compared isomer or geometry (same formula, charge and spin) = 0.0 kJ/mol
Net charge = -1
Molar mass = 911.4 g/mol

Atoms and positions in Å:
Sn1 1.16 0.98 0.03
C1 0.65 -5.23 -0.97
O1 -0.69 -4.73 -0.84
C2 -0.56 -3.38 -0.61
N1 0.60 -2.92 -0.52
C3 1.55 -4.00 -0.66
C4 2.62 -3.72 -1.68
C5 3.78 -4.48 -1.71
C6 4.79 -4.20 -2.62
C7 4.64 -3.14 -3.51
C8 3.48 -2.39 -3.50
C9 2.47 -2.67 -2.59
C10 -1.80 -2.60 -0.47
C11 -3.01 -3.28 -0.37
C12 -4.17 -2.54 -0.24
C13 -4.07 -1.17 -0.18
C14 -2.81 -0.57 -0.28
N2 -1.69 -1.27 -0.46
C15 -2.73 0.90 -0.17
N3 -1.70 1.66 -0.21
C16 -2.15 3.02 0.04
C17 -3.68 2.92 0.02
O2 -3.94 1.52 0.03
C18 -1.63 4.01 -0.98
C19 -1.14 3.56 -2.20
C20 -0.65 4.46 -3.13
C21 -0.66 5.82 -2.86
C22 -1.18 6.27 -1.65
C23 -1.66 5.37 -0.72
H1 0.78 -5.59 -1.99
H2 0.79 -6.05 -0.28
H3 2.04 -4.12 0.31
H4 3.91 -5.29 -1.01
H5 5.70 -4.79 -2.63
H6 5.43 -2.92 -4.22
H7 3.36 -1.56 -4.19
H8 1.58 -2.07 -2.56
H9 -3.02 -4.36 -0.39
H10 -5.13 -3.04 -0.19
H11 -4.94 -0.55 -0.06
H12 -1.78 3.30 1.03
H13 -4.11 3.34 -0.89
H14 -4.16 3.38 0.88
H15 -1.10 2.49 -2.38
H16 -0.25 4.10 -4.07
H17 -0.25 6.52 -3.57
H18 -1.19 7.33 -1.43
H19 -2.04 5.73 0.23
C24 9.34 1.11 -0.29
C25 7.90 0.83 0.07
C26 6.90 1.73 -0.26
C27 5.58 1.52 0.14
C28 4.56 2.56 -0.24
C29 5.23 0.40 0.90
Te1 3.28 0.17 1.77
C30 6.24 -0.54 1.18
C31 5.97 -1.79 1.97
C32 7.54 -0.32 0.76
H20 9.43 2.05 -0.82
H21 9.75 0.31 -0.91
H22 9.95 1.18 0.62
H23 7.15 2.63 -0.80
H24 4.99 3.33 -0.87
H25 4.14 3.02 0.66
H26 3.72 2.10 -0.78
H27 5.02 -2.25 1.67
H28 5.89 -1.57 3.03
H29 6.77 -2.51 1.82
H30 8.31 -1.05 1.01
C33 -2.30 0.77 4.51
C34 -0.89 0.47 4.01
C35 0.14 1.04 4.99
O3 -0.69 1.14 2.76
B1 0.06 0.34 1.93
O4 0.20 -0.92 2.48
C36 -0.61 -1.02 3.66
C37 -1.87 -1.80 3.30
C38 0.17 -1.81 4.72
H31 -2.36 1.82 4.78
H32 -2.55 0.16 5.38
H33 -3.03 0.59 3.71
H34 -0.02 2.11 5.11
H35 1.14 0.89 4.59
H36 0.06 0.56 5.97
H37 -2.46 -1.26 2.56
H38 -2.49 -1.99 4.18
H39 -1.57 -2.75 2.86
H40 1.16 -1.40 4.85
H41 0.28 -2.84 4.37
H42 -0.38 -1.81 5.66
Cl1 1.65 4.39 -0.50
C39 1.26 3.19 0.78
H43 0.28 3.51 1.15
H44 1.98 3.39 1.58

=====

> Which of these has the highest frontier orbital gap?

C5H13NO2

=====

> Which of these has the highest frontier orbital gap?

C5H13NO2

=====

Copy entry 2 word for word.
A cluster of 2 separate species, C5H13NO2 in total at a distorted geometry, computed with wB97M-V/def2-TZVPD.

Summary:
SMILES = CC(C)CC(N)=O.O
Spin multiplicity = 1
HOMO energy = -9.6 eV
Energy = -403.513688 a.u.
Frontier orbital gap = 10.44 eV
Energy relative to the best compared isomer or geometry (same formula, charge and spin) = 165.2 kJ/mol
Molar mass = 119.2 g/mol

Atoms and positions in Å:
C1 0.80 0.50 -1.47
C2 0.15 1.26 -0.31
C3 -1.02 2.02 -0.83
C4 -0.25 0.06 0.69
C5 0.92 -0.67 1.32
N1 1.15 -0.69 2.67
O1 1.77 -1.27 0.67
H1 0.05 -0.28 -1.71
H2 0.83 1.14 -2.29
H3 1.72 0.03 -1.34
H4 1.10 1.82 0.26
H5 -1.67 1.49 -1.42
H6 -0.75 2.93 -1.27
H7 -1.67 2.45 0.11
H8 -0.86 0.43 1.54
H9 -0.89 -0.72 0.18
H10 1.84 -1.29 3.13
H11 0.63 -0.18 3.26
O2 -1.70 -2.92 -1.07
H12 -0.97 -2.55 -1.63
H13 -1.18 -3.57 -0.51

=====

> Which value of frontier orbital gap does entry 1 give?

9.53 eV